No. 1
14
Properties=species:S:1:pos:R:3:forces:R:3 method="wB97M-V/def2-TZVPD" total_charge=0 homo_lumo_gap_ev="7.54 / 8.57" spin_multiplicity=1
S -0.141 2.321 1.339 2.1 -0.1 -1.2
H -0.670 -1.760 -1.233 0.1 0.3 0.7
H 0.939 -1.346 -0.476 -0.9 0.0 -0.6
H -1.576 0.180 0.319 -0.7 0.8 0.4
H -0.791 -0.769 1.619 -0.3 -1.0 -1.6
C -0.073 -0.955 -0.776 1.2 -0.3 1.5
O 0.754 3.028 2.181 1.4 0.5 0.4
H 1.369 0.389 1.298 0.9 -0.6 0.4
H 0.122 -0.217 -1.594 -0.4 -0.1 1.2
C -0.651 -0.275 0.574 1.8 -0.7 -0.3
N 0.104 2.474 -0.254 -2.5 -3.0 2.2
O -1.482 2.412 1.701 -3.2 -0.4 0.2
C 0.328 0.583 1.257 -1.7 3.0 -3.1
H 0.761 3.152 -0.450 2.4 1.6 -0.3

***

No. 2
118
Properties=species:S:1:pos:R:3:forces:R:3 method="wB97M-V/def2-TZVPD" total_charge=0 homo_lumo_gap_ev=7.31 spin_multiplicity=1
P 7.131 2.845 -0.908 2.7 -0.7 -2.1
C -4.841 3.414 -3.927 1.9 -0.5 -2.0
Cl -9.316 -3.951 0.483 -0.1 0.0 -0.1
C -3.300 2.004 0.703 0.1 -1.0 0.8
H -3.103 1.888 1.808 -0.2 0.3 -1.0
Cl -0.896 -2.738 -3.347 -0.1 0.2 -0.1
F 6.560 4.051 -3.041 0.5 0.1 -0.9
Cl -6.498 -3.529 2.494 0.1 0.1 0.1
H 2.161 1.674 -0.259 -0.2 -0.4 -1.0
S 9.590 3.647 0.212 1.0 -0.3 0.7
H 3.075 -0.747 -2.010 0.0 0.7 0.7
Cl 4.424 -3.163 -0.344 0.0 -0.1 0.0
H 5.088 3.483 3.386 0.0 0.0 -0.2
H 11.764 0.909 -1.380 0.0 0.0 0.1
H 5.262 6.994 4.011 0.1 -0.1 0.1
Cl 14.215 -1.682 -5.792 0.0 0.1 0.0
C -2.337 0.957 -0.011 0.8 0.9 0.2
O 6.265 1.610 -0.222 1.3 1.1 -1.8
Cl -1.799 -1.303 3.960 0.1 -0.2 0.3
Cl 3.500 2.161 2.272 0.0 0.0 0.1
H -1.498 -1.244 -5.055 0.0 0.0 0.1
C -9.275 -0.764 4.937 -0.1 0.0 0.1
H -4.931 0.583 0.524 0.1 1.1 0.0
C 3.654 -3.985 -1.707 -0.1 0.0 0.0
Cl -3.074 -0.817 -3.370 0.1 0.0 -0.1
C 3.257 0.094 -1.292 0.2 0.5 0.0
H -5.454 2.068 1.358 0.7 0.0 -0.9
C -3.555 -7.926 4.718 -0.1 0.0 0.1
Cl -3.006 -7.716 6.384 0.0 0.0 -0.1
H -2.682 -7.976 4.075 -0.1 0.0 0.1
H -1.470 -0.932 0.874 0.1 1.0 0.1
Cl 13.706 -0.355 -1.012 0.0 0.0 0.2
H -5.277 1.462 -1.730 0.1 0.4 0.8
C -0.286 -6.781 -2.545 -0.1 0.0 0.0
C 0.132 0.609 0.826 -0.1 -0.7 -0.4
C -0.862 -2.801 3.953 0.0 0.0 -0.1
C -2.881 3.268 -2.808 0.3 -0.3 -1.1
C 1.929 0.911 -1.048 0.5 -1.1 0.4
C 4.440 0.967 -1.863 0.8 -0.1 -0.1
C 5.987 6.744 4.778 0.0 0.1 0.1
O 8.196 2.365 -1.817 -1.5 0.0 0.5
Cl -10.150 -2.289 4.765 0.0 0.1 0.0
C -5.438 -2.130 2.680 0.1 -0.2 -0.1
H 0.572 -7.197 -2.026 -0.1 0.1 -0.1
Cl 5.800 3.555 1.152 -1.9 2.0 3.3
Cl -14.055 0.853 2.214 0.0 -0.1 0.1
C -4.966 3.606 -1.384 -1.2 -0.5 -0.6
H 0.207 1.731 0.794 -0.1 -0.9 0.0
Cl 3.654 5.063 2.409 0.0 -0.1 0.1
Cl -12.628 -1.631 1.729 0.0 0.0 0.1
Cl -1.065 -5.607 -1.477 0.1 -0.1 0.0
H 6.637 0.415 -1.971 -0.5 0.6 0.7
Cl -4.541 -6.551 4.209 0.0 0.0 0.0
C 12.369 0.681 -0.507 0.0 -0.1 0.0
H -8.409 -0.796 4.285 -0.1 0.0 0.1
Cl 15.975 0.057 -4.269 -0.1 0.0 -0.1
Cl -8.715 -0.550 6.599 0.0 0.0 -0.1
C -1.453 -1.182 -3.973 -0.1 0.1 0.1
H -5.882 4.212 -1.633 0.9 -0.5 0.3
Cl -7.822 -5.457 -1.504 -0.1 0.1 0.0
C -3.804 3.187 -4.919 0.3 0.1 2.3
H 4.256 -3.814 -2.593 0.0 0.0 0.1
H 4.268 2.075 -1.767 0.0 -1.1 0.0
H -2.980 3.042 0.444 -0.5 -0.7 0.1
H -9.232 -3.612 -1.838 0.1 0.0 0.1
Cl 12.977 2.203 0.158 0.0 0.0 0.0
Cl 5.163 6.728 6.340 0.0 0.0 -0.1
H -4.919 -2.216 3.630 0.0 0.0 -0.1
H 14.561 0.623 -6.054 0.0 -0.1 0.1
Cl 13.103 0.495 -4.222 0.0 0.1 -0.3
H 10.215 4.820 -0.156 -1.3 -0.2 -0.1
H -6.549 2.241 -0.734 1.0 -0.2 -0.2
H 4.572 0.748 -2.957 -0.3 0.4 0.9
C -2.513 3.087 -4.189 -2.7 0.5 1.8
C 5.850 0.621 -1.202 -1.1 -1.5 -0.7
H 0.753 0.257 1.698 -0.7 0.4 -0.6
Cl -1.395 -8.101 -2.931 0.1 0.0 0.0
Cl -1.934 -4.193 3.757 0.0 0.1 0.1
Cl -15.209 -1.675 3.063 0.1 0.0 0.0
Cl 0.358 -2.768 2.674 0.0 0.0 0.1
Cl -4.456 -9.436 4.546 0.1 0.1 0.0
H -1.626 0.390 2.088 -0.2 -0.1 -1.4
H -3.922 3.084 -6.019 -0.1 0.2 1.2
H -1.481 2.907 -4.541 -1.0 0.2 0.1
C 14.475 -0.038 -5.199 0.0 -0.1 0.1
C -8.499 -3.880 -1.084 0.1 0.0 0.1
Cl 6.652 5.147 4.410 0.2 0.2 0.1
H -2.874 0.276 -0.717 0.3 0.5 0.7
Cl 0.286 -5.997 -4.023 0.0 -0.1 0.1
Cl -10.293 0.596 4.442 0.0 0.0 0.0
C 4.579 3.555 2.433 -0.5 -0.2 -0.5
Cl 2.039 -3.334 -1.998 0.2 -0.1 0.0
C -1.387 0.184 1.000 0.6 0.1 0.3
Cl 11.349 -0.148 0.674 0.0 0.1 -0.1
H -4.398 4.202 -0.634 -0.1 -0.6 -0.7
H 1.218 -1.019 -0.238 -0.6 0.6 -0.3
H -5.913 3.546 -4.179 0.9 -0.1 0.8
C -13.711 -0.769 2.826 0.0 0.0 0.0
H 1.639 1.396 -2.013 0.1 -0.1 0.9
H -0.029 -0.118 -1.264 0.8 -0.2 1.1
O 7.908 3.889 0.197 -0.1 -0.9 -1.7
H -2.276 3.290 -1.880 -0.4 -0.1 -1.0
Cl -4.231 -2.089 1.391 -0.1 0.0 0.1
Cl -6.387 -0.638 2.697 0.1 0.0 0.0
H 5.714 -0.343 -0.634 0.3 1.1 -0.3
Cl -0.324 0.108 -3.537 -0.1 0.0 -0.6
H -13.214 -0.672 3.787 0.0 0.0 -0.1
C 0.768 -0.025 -0.484 0.2 1.2 0.2
Cl 7.262 7.965 4.759 -0.1 -0.1 0.0
Cl -7.236 -2.644 -1.072 -0.1 0.0 0.0
Cl 3.577 -5.729 -1.416 0.0 0.0 0.0
C -4.828 1.705 0.494 0.2 -0.6 -0.5
N -4.252 3.438 -2.663 0.8 0.6 -1.4
H -0.353 -2.891 4.907 -0.1 0.0 -0.1
O 6.062 3.866 -1.772 -0.4 -0.9 2.4
H -1.637 1.581 -0.641 -0.7 -0.8 0.3
H 3.606 -0.358 -0.323 -0.5 0.4 -0.8
C -5.432 2.175 -0.886 -0.7 0.8 0.8

***

No. 3
74
Properties=species:S:1:pos:R:3:forces:R:3 method="wB97M-V/def2-TZVPD" total_charge=0 homo_lumo_gap_ev=9.79 spin_multiplicity=1
C 2.584 6.312 -3.918 -0.3 0.7 -1.1
C 0.816 -5.072 2.511 1.1 -0.1 1.3
H 3.693 6.426 -1.729 0.2 0.0 0.3
H 1.140 -4.193 -3.145 -0.4 0.4 -0.2
C -1.289 2.633 4.697 0.3 0.6 0.1
H 0.376 2.342 -1.523 0.0 0.0 0.3
H 0.472 -0.436 -6.371 0.2 0.6 0.2
H -1.383 2.120 2.062 -0.2 0.2 0.2
H 3.721 4.812 -1.832 0.1 0.0 0.1
H 1.379 -4.974 3.448 -0.1 -0.5 0.1
H 1.589 -5.285 1.773 -0.2 0.1 -0.3
C 2.076 5.702 -2.632 -0.9 -0.6 -0.6
H -0.664 2.613 5.591 -0.3 -0.4 0.1
C 1.301 4.338 -2.906 1.3 2.0 0.4
H -3.602 2.278 3.499 0.1 0.2 0.2
H 0.052 0.139 0.778 -0.2 -0.2 -0.4
N 1.202 -2.654 2.436 0.0 -0.1 -0.2
O 0.260 4.332 -1.969 -0.3 -0.8 -0.4
O -1.997 1.436 4.544 0.1 -0.4 0.2
H 0.115 -5.900 2.587 -0.1 0.1 -0.1
H -0.706 0.077 2.635 0.0 0.3 0.0
N -1.502 0.065 2.001 -0.5 0.2 0.4
C -0.064 -0.507 -5.422 0.5 0.2 -0.7
H 3.003 -2.330 -0.194 0.1 0.1 0.0
H -0.673 -3.402 4.318 0.2 -0.3 0.0
H 2.478 -3.229 -3.781 -0.1 0.2 0.0
O -1.996 -4.340 2.996 -0.2 0.0 0.3
C -0.379 3.080 -1.818 0.9 -0.8 0.9
H 3.439 6.981 -3.802 0.1 -0.2 0.3
C -2.907 1.431 3.472 0.1 0.5 -0.9
N 0.365 -2.645 -1.178 -0.3 1.2 -0.1
H -3.871 -4.931 3.608 -0.2 0.7 -0.6
C 0.201 -3.718 2.326 -0.6 0.0 -0.9
H -1.079 3.193 -0.993 -0.1 -0.1 -0.1
C 0.123 -1.510 -3.317 2.0 1.8 -0.6
H -0.229 -3.766 1.319 0.0 0.7 0.0
C -0.952 -3.409 3.257 -1.0 -0.3 -0.3
H -3.821 0.837 0.782 0.0 -0.2 0.4
H -1.361 -2.420 3.027 0.3 0.2 0.0
H 0.899 4.270 -3.921 0.0 0.3 -0.1
H -0.855 2.581 -2.670 -0.2 0.9 -0.5
H -2.629 1.623 -0.079 0.6 0.3 0.3
C -3.019 -4.354 3.966 0.1 -1.1 0.9
H -0.731 -2.161 -3.502 0.0 -0.1 0.1
H -3.272 -3.387 4.405 -0.2 0.3 -0.6
H -0.584 2.825 3.882 -0.2 0.1 -0.2
C 1.822 -3.370 -2.922 0.7 0.0 0.0
C 1.139 -2.106 -2.353 -0.7 -3.2 0.4
H 1.274 6.354 -2.283 0.2 0.1 0.4
N 3.122 5.599 -1.601 -0.5 -0.4 -0.3
O 0.806 -1.192 -4.556 -0.9 -1.2 0.5
H 2.916 -2.646 1.296 -0.1 -0.3 0.0
H 2.095 3.584 -2.836 -0.5 -0.7 0.5
H 2.819 5.611 -4.722 0.2 -0.2 0.2
H -0.993 -0.992 -5.747 -0.1 -0.5 0.8
H 0.459 -0.827 -0.341 -0.2 -0.2 0.1
O 0.680 0.035 0.047 0.4 0.1 0.1
H -0.494 -3.056 -1.524 0.0 -0.1 0.1
H 1.911 -1.459 -1.941 -0.2 0.6 -0.5
H 1.814 6.970 -4.333 -0.1 -0.1 -0.1
H -3.502 0.528 3.628 -0.1 -0.1 -0.3
H -0.148 -0.512 -2.960 -0.8 -0.3 0.5
C -3.084 1.641 0.911 -1.5 -0.9 -0.9
H 0.882 -3.379 -0.709 0.2 0.0 0.0
H 1.129 -2.262 3.367 0.2 0.3 -0.1
H -2.139 -0.525 2.532 0.1 -0.6 -0.5
H 1.015 -1.938 1.741 -0.1 0.2 0.2
H -2.777 -4.974 4.843 0.7 0.1 0.1
H 2.425 -3.792 -2.113 0.3 0.2 -0.1
H -0.313 0.460 -4.975 0.0 0.2 -0.3
O 3.326 -2.947 0.469 0.0 0.0 -0.2
C -2.188 1.383 2.085 0.8 -0.1 0.9
H -1.993 3.464 4.808 0.1 0.2 -0.2
H -3.718 2.527 0.974 0.4 0.3 0.3

***

No. 4
7
Properties=species:S:1:pos:R:3:forces:R:3 method="wB97M-V/def2-TZVPD" total_charge=0 homo_lumo_gap_ev="8.73 / 8.73" spin_multiplicity=1
I -1.036 1.960 -0.643 -0.1 -0.2 0.4
O 0.800 -1.670 -0.397 2.1 -1.3 -1.8
O 1.464 0.202 -1.386 1.9 0.1 -1.9
Br -1.450 -1.108 0.778 -1.9 -1.2 0.6
H -0.329 0.787 1.650 0.9 -0.1 -0.5
C -0.434 0.369 0.643 1.1 1.2 -1.4
N 0.985 -0.540 -0.645 -4.0 1.5 4.7

***

| no. | largest force on an atom (eV/Å) |
| --- | --- |
| 1 | 4.65 |
| 2 | 4.25 |
| 3 | 3.31 |
| 4 | 6.31 |